(1)
Computed, not measured: one molecule with the formula C4H5NS2 in a non-equilibrium geometry, with ωB97M-V/def2-TZVPD.

The calculation puts the HOMO energy at -8.9 eV. As for the total charge: 0. The HOMO-LUMO gap comes out at 7.98 eV. For the relative energy (zero: lowest compared OMol25 entry of this formula, charge and spin), the calculation gives 146.69 kJ/mol. The value obtained for the LUMO energy is -0.03456 hartree.

Each line ends with the Löwdin charge.
Atoms and positions in Å:
C: -0.707 -0.682 0.281  -0.164
C: 0.056 1.509 1.009  -0.656
H: -1.371 -0.538 1.110  0.052
N: 0.159 0.436 0.129  -0.200
H: -0.090 -1.993 -1.307  0.057
C: -0.744 -1.794 -0.452  0.043
S: 2.181 1.617 -1.241  0.704
H: -1.467 -2.534 -0.213  0.049
H: 1.072 -0.452 -1.455  0.047
C: 1.108 0.462 -0.877  -0.646
H: 0.779 2.285 0.763  0.018
S: -0.975 1.685 2.254  0.695

(2)
Computed, not measured: C21H28N4O3 as an isolated structure in a non-equilibrium geometry, with ωB97M-V/def2-TZVPD.

The calculation puts the HOMO energy at -7.6 eV. As for the total charge: 0. The HOMO-LUMO gap comes out at 8.04 eV. For the relative energy (zero: lowest compared OMol25 entry of this formula, charge and spin), the calculation gives 2169.09 kJ/mol. The value obtained for the LUMO energy is 0.01524 hartree.

Each line ends with the Löwdin charge.
Atoms and positions in Å:
H: 6.186 0.819 -0.992  0.127
C: -1.605 2.299 -1.105  0.099
H: -3.724 3.764 1.891  0.106
H: -1.162 1.225 1.912  0.078
H: 0.098 -1.655 0.651  0.009
C: 5.509 1.395 -1.777  -0.216
H: -0.985 1.595 -1.652  0.076
N: -2.272 -2.266 -0.916  -0.232
O: 4.594 2.248 -1.298  -0.090
H: -2.389 -4.275 -0.721  0.172
C: -1.135 3.337 -0.276  -0.106
H: -3.536 -2.550 0.834  0.207
C: -3.091 3.393 1.121  -0.079
H: -0.157 -4.602 0.601  0.124
N: 0.402 -2.471 0.504  0.137
C: 1.586 -2.781 0.488  -0.311
H: -4.428 1.577 0.934  0.030
C: 2.444 -0.418 0.373  -0.285
C: -1.957 3.690 0.751  -0.241
C: -0.705 -3.617 0.614  -0.003
H: -2.334 -1.249 0.852  0.146
H: 5.211 0.647 -2.567  0.104
N: 2.520 -1.620 0.727  0.069
H: -4.481 -0.090 0.445  0.149
N: -3.252 0.458 -1.080  -0.100
C: 2.543 2.142 -0.091  -0.025
C: -3.612 2.025 0.656  -0.001
C: -0.357 0.707 2.455  0.061
C: -2.844 1.520 -0.309  -0.181
H: 0.148 1.375 3.170  0.107
H: -0.281 3.837 -0.581  0.084
C: -3.990 -0.765 -0.424  -0.061
H: -1.064 -1.770 -2.533  0.076
C: -1.429 -3.439 -0.826  -0.108
C: -2.630 -0.151 -2.079  -0.239
H: -0.964 -0.019 3.110  0.116
H: -0.773 -3.839 -1.654  0.143
O: 2.150 -4.193 0.441  -0.226
H: -1.948 0.449 -2.671  0.106
H: 3.610 -2.270 0.649  0.272
H: -3.378 -0.690 -2.630  0.129
H: -1.691 4.771 1.097  0.151
C: 1.403 0.259 1.249  -0.378
H: -1.212 -3.649 1.444  0.040
C: 3.406 0.176 -0.383  -0.008
H: -4.772 -1.038 -1.033  0.091
H: 2.613 3.299 -0.009  0.149
O: 0.671 -0.354 1.922  0.026
C: -1.546 -1.283 -1.814  -0.022
H: 6.121 2.203 -2.196  0.092
C: -2.951 -1.758 -0.087  -0.409
H: 0.986 2.461 1.195  0.017
H: 4.245 -0.547 -0.723  0.149
C: 1.481 1.667 0.900  0.043
C: 3.554 1.486 -0.542  -0.289
H: -0.813 -0.911 -1.050  0.123

(3)
Computed, not measured: a 2-piece molecular cluster, C2H4O3 overall in a non-equilibrium geometry, with ωB97M-V/def2-TZVPD.

The calculation puts the HOMO energy at -10.6 eV. As for the total charge: 0. The HOMO-LUMO gap comes out at 11.06 eV. For the relative energy (zero: lowest compared OMol25 entry of this formula, charge and spin), the calculation gives 146.33 kJ/mol. The value obtained for the LUMO energy is 0.01591 hartree.

Each line ends with the Löwdin charge.
Atoms and positions in Å:
H: -2.872 0.117 0.192  0.073
O: 2.518 -0.068 0.416  0.055
H: -2.334 -0.722 -1.377  0.087
H: 3.115 0.452 -0.137  0.111
C: -2.260 -0.635 -0.272  -0.112
H: 0.617 -0.217 0.410  0.110
C: 1.339 0.600 0.403  -0.357
O: -1.416 -1.285 0.305  -0.027
O: 1.294 1.757 0.060  0.060

(4)
Computed, not measured: one molecule with the formula C11H11NS2 in a non-equilibrium geometry, with ωB97M-V/def2-TZVPD.

The calculation puts the HOMO energy at -8.7 eV. As for the total charge: 0. The HOMO-LUMO gap comes out at 8.95 eV. The value obtained for the LUMO energy is 0.00929 hartree.

Each line ends with the Löwdin charge.
Atoms and positions in Å:
C: -2.350 -0.196 0.250  -0.891
H: -0.318 0.720 1.571  0.091
C: 1.714 -2.289 0.065  -0.040
H: -0.308 -1.496 0.123  0.068
C: -0.492 1.540 0.836  -0.374
C: -5.216 -0.013 -0.515  -0.385
H: 3.610 2.150 -0.138  0.100
H: -0.093 2.560 1.195  0.111
C: 2.699 1.671 -0.281  -0.080
C: 1.216 -0.044 -0.141  -0.178
H: -5.748 -0.609 -1.178  -0.013
C: 2.575 0.246 -0.067  -0.153
H: 1.372 -3.224 0.010  0.057
C: 3.545 -0.738 0.062  -0.031
H: 3.907 -2.770 0.206  0.117
C: 3.082 -2.033 0.095  -0.082
H: 4.544 -0.663 0.415  0.103
H: -5.931 0.279 0.215  0.022
H: 0.090 1.334 -1.268  0.161
H: -4.708 0.859 -1.149  0.075
N: 1.586 2.304 -0.286  0.093
S: -3.780 -1.033 -0.016  0.772
C: 0.725 -1.281 -0.018  -0.004
C: 0.554 1.275 -0.253  -0.384
S: -2.276 1.451 0.265  0.845

(5)
Computed, not measured: a 3-piece molecular cluster, C12H17B2F16O6P overall, with ωB97M-V/def2-TZVPD.

The calculation puts the HOMO energy at -8.9 eV. As for the total charge: 0. The HOMO-LUMO gap comes out at 9.01 eV. The value obtained for the LUMO energy is 0.00500 hartree.

Each line ends with the Löwdin charge.
Atoms and positions in Å:
F: 0.236 -1.853 0.045  0.083
H: 0.460 2.517 -5.609  0.176
C: 1.503 3.001 5.299  -0.071
O: 0.852 0.979 2.530  0.092
F: 1.614 -3.827 1.177  0.097
C: -1.584 0.216 5.492  -0.068
C: 0.022 3.124 -1.126  -0.439
C: 0.646 1.255 -3.854  -0.541
C: -0.186 1.916 -4.967  -0.286
H: 0.294 0.223 2.733  0.084
F: 0.280 -4.271 -5.019  0.142
H: 1.319 -2.268 -2.499  0.148
F: 0.646 -6.782 -4.078  0.101
H: -0.687 0.092 6.100  0.095
C: 1.135 2.220 -1.675  -0.030
C: 0.450 -4.471 -3.688  -0.545
H: -0.318 -1.735 -2.147  0.132
F: -1.141 2.691 -4.423  0.108
F: -2.119 3.353 -0.179  0.078
H: -1.134 -5.953 -3.687  0.175
F: 1.771 -4.393 -3.440  0.152
F: -1.898 1.931 -1.830  0.091
F: 2.016 -4.756 -0.762  0.099
F: 1.590 0.498 -4.476  0.133
O: -0.265 -3.521 -3.023  0.059
C: 0.413 -3.015 -0.669  -0.435
H: -0.951 4.207 3.671  -0.054
H: -2.397 -0.362 5.938  0.094
F: -0.111 0.408 -3.126  0.133
C: -0.087 -5.881 -3.389  -0.285
B: 0.591 2.151 3.225  -0.850
F: 0.033 -6.148 -2.074  0.101
C: 1.737 -3.590 -0.148  -0.306
H: 1.062 1.223 -1.239  0.143
P: -1.126 3.008 2.946  1.061
F: 0.526 3.638 0.036  0.086
C: 0.343 -2.598 -2.142  -0.045
O: 1.280 2.177 -3.085  0.056
B: -2.324 2.141 4.226  -0.827
C: -1.298 2.446 -0.733  -0.329
F: -0.595 -3.849 -0.358  0.145
H: -1.117 1.651 -0.003  0.156
H: 2.107 3.875 5.540  0.091
H: -1.391 -0.196 4.494  0.086
H: 0.464 3.193 5.583  0.076
H: 2.556 -2.885 -0.308  0.173
H: 1.879 2.143 5.861  0.094
F: -0.222 4.149 -1.964  0.142
F: -0.780 0.947 -5.696  0.101
H: -4.208 1.859 4.618  0.115
O: -3.639 2.112 3.877  0.128
O: 1.613 2.743 3.906  -0.018
O: -1.920 1.595 5.437  -0.048
H: 2.058 2.674 -1.318  0.151

(6)
Computed, not measured: C6H10O as an isolated structure, with ωB97M-V/def2-TZVPD.

The calculation puts the HOMO energy at -9.6 eV. As for the total charge: 0. The HOMO-LUMO gap comes out at 10.64 eV. For the relative energy (zero: lowest compared OMol25 entry of this formula, charge and spin), the calculation gives 70.04 kJ/mol. The value obtained for the LUMO energy is 0.03843 hartree.

Each line ends with the Löwdin charge.
Atoms and positions in Å:
C: -0.118 -0.075 0.583  -0.508
C: -0.241 -0.020 2.079  -0.002
H: -0.152 1.006 2.448  0.087
H: 1.431 1.311 -0.089  0.115
H: 1.326 -1.096 -1.927  0.110
H: -0.787 1.584 -0.766  0.116
C: -1.107 0.614 -0.375  -0.038
H: 0.524 -0.635 2.565  0.087
C: 0.755 -0.236 -1.572  -0.117
H: -1.220 -0.406 2.375  0.087
C: 1.206 0.239 -0.154  -0.097
H: -2.141 0.635 -0.033  0.120
H: 2.066 -0.323 0.215  0.113
C: -0.687 -0.611 -1.194  -0.283
H: -1.334 -1.095 -1.929  0.147
H: 0.774 0.541 -2.341  0.110
O: -0.506 -1.364 0.027  -0.044